This record from the OMol25 dataset describes a molecular structure, C53H54O4P3S2Zr. The level of theory is ωB97M-V/def2-TZVPD.

**HOMO**: -15.4 eV
**Energy relative to the best compared isomer or geometry (same formula, charge and spin)**: 0.0 kJ/mol
**Net charge**: +3
**2S+1**: 1
**LUMO**: -9.12 eV

Positions of all 117 atoms, in Å:
Zr 0.16140 -0.19917 0.47680
S 0.77441 -1.54724 2.51564
S 2.23014 1.05118 1.21819
P -1.21401 2.18349 0.76767
P -0.98681 -0.93146 -1.96929
P 2.24926 -0.16917 2.85551
O 1.94617 0.57026 4.16452
O -3.10461 0.31617 -0.51990
O 1.53591 -1.18817 -0.69587
O 3.63833 -0.84205 3.00936
C 4.37200 -1.59207 1.95121
C -1.51038 -4.91652 0.28615
C -4.91306 0.07002 -2.09338
C -1.27593 -4.97403 -1.08573
C 3.78197 2.22876 4.32965
C -4.35426 -0.92286 -4.24406
C 2.60134 -1.35774 -1.35735
C 0.32468 4.06215 4.07551
C -1.12858 -2.57349 -1.20315
C -0.88661 2.11101 4.80257
C -7.01679 1.40305 -1.77531
C 0.97070 -1.93876 -3.76743
C 3.59419 0.29273 5.98182
C -1.40336 -2.53731 0.16791
C 0.12460 -0.89684 -3.39073
C 0.12385 0.29089 -4.12794
C -1.08657 -3.81926 -1.82955
C -3.57592 -0.06789 -1.76077
C -3.02673 -1.05004 -3.87792
C 3.14354 -4.97651 -0.68417
C 2.57330 -3.72140 -0.67681
C 1.01081 4.71130 -1.53092
C -1.68468 4.12593 -1.15376
C 0.04090 5.38263 -2.26609
C 4.97498 -4.14970 -2.04117
C 2.88922 1.29714 5.10953
C 4.40661 -2.89098 -2.04448
C 3.20799 -0.18889 -2.04619
C -0.71529 3.45747 -0.40653
C -5.27841 -0.37776 -3.35975
C -3.64962 3.22212 1.57900
C -1.17212 1.80225 3.48116
C -6.51454 -0.55896 -0.28922
C -3.00888 2.21750 0.84969
C -1.30144 5.08759 -2.07886
C 4.34077 -5.18843 -1.36521
C -3.77969 1.36342 0.07555
C -0.71007 2.62381 2.45204
C 0.63713 3.74690 -0.60918
C -0.14520 3.24665 5.09775
C 1.78971 -1.80222 -4.88179
C 4.25644 -3.06124 2.26604
C -5.02254 3.35453 1.49008
C -1.59145 -3.68999 0.92306
C -5.90317 0.61789 -1.07108
C -2.62860 -0.61450 -2.61393
C 0.94673 0.42355 -5.23444
C -5.14504 1.52402 -0.10653
C 0.04569 3.75581 2.75147
C -5.75040 2.52996 0.64044
C 5.78205 -1.05699 1.96148
C 1.77648 -0.62470 -5.61647
C 3.19976 -2.66730 -1.36314
H -7.72737 1.80509 -1.05574
H 5.90380 -4.32982 -2.56464
H 2.16624 1.86377 5.69036
H 3.87256 -1.34452 1.01076
H 2.55435 0.67512 -1.98909
H 6.38181 -1.59418 1.22486
H -1.67697 -1.58825 0.66821
H 4.55187 1.69025 3.77376
H -0.53643 1.10934 -3.85689
H -1.25902 1.47786 5.59726
H -2.73693 3.91359 -1.01387
H 4.17140 0.05093 -1.58692
H 1.64588 -3.54336 -0.14639
H 4.28925 2.88987 5.03387
H -7.03254 -1.23865 -0.96749
H -0.95095 -3.89658 -2.89936
H 2.42779 -2.62433 -5.18055
H 2.40592 -0.52335 -6.49124
H -6.31072 -0.30572 -3.67494
H 4.78758 -6.17489 -1.36841
H 1.01154 -2.85748 -3.19995
H 3.39191 -0.43137 -3.09493
H -5.53017 4.11830 2.06379
H 0.88705 4.95618 4.31416
H 5.80733 0.00503 1.71607
H 0.04924 3.51230 6.12937
H 3.20126 2.85478 3.65066
H 2.05820 4.94780 -1.66813
H 4.31311 -0.30056 5.42007
H 4.72379 -3.28351 3.22539
H -5.74627 -1.12425 0.24328
H 2.88246 -0.36408 6.48056
H -1.82374 -3.62602 1.97793
H 0.33138 6.14150 -2.98076
H -7.59256 0.75212 -2.43144
H 4.14028 0.83967 6.75267
H -1.80221 0.94582 3.26926
H 6.23806 -1.20829 2.94008
H -4.67802 -1.25595 -5.22087
H -6.61594 2.22771 -2.36630
H -3.07833 3.89995 2.20096
H -1.26308 -5.93500 -1.58458
H -7.23468 -0.19041 0.44301
H -2.30904 -1.47613 -4.56881
H 1.40393 3.25275 -0.02751
H -6.81853 2.68055 0.56337
H 2.66987 -5.79767 -0.16238
H 3.21593 -3.38805 2.29512
H 0.39074 4.41220 1.96322
H 4.89985 -2.08677 -2.57619
H 4.77510 -3.63550 1.49606
H 0.93217 1.34122 -5.80805
H -2.05774 5.61397 -2.64602
H -1.66673 -5.82952 0.84564

Here are the Löwdin charges for atoms 1 to 4, given in e: Zr 1.129; S 0.415; S 0.427; P 1.008